# 1
Density functional theory data (ωB97M-V with the def2-TZVPD basis set) for a 10-piece molecular cluster, C39H79NO19 overall in a non-equilibrium geometry.

Structure (XYZ):
```
138
C39H79NO19, DFT ωB97M-V with the def2-TZVPD basis set
C -21.9199 -1.0840 -3.8997
C -21.1023 -1.3654 -5.1788
O -21.1026 -2.7734 -5.4623
C -20.2373 -3.5852 -4.8530
C -20.5859 -5.0900 -4.9166
O -19.0981 -3.2777 -4.3839
H -22.1207 -0.0308 -3.7037
H -21.2761 -1.2991 -3.0469
H -22.7937 -1.7338 -3.9492
H -21.7853 -0.8535 -5.8568
H -20.1617 -0.8211 -5.0934
H -21.1765 -5.3266 -5.8017
H -21.1423 -5.3301 -4.0106
H -19.6301 -5.5893 -5.0755
C -30.5040 -1.0823 3.4370
C -29.1623 -1.3389 4.0144
O -28.3465 -1.8089 2.9320
C -27.0391 -1.9974 3.1827
C -26.1620 -2.0823 1.9416
O -26.4935 -1.9194 4.3326
H -30.4861 -0.4891 2.5228
H -31.1426 -0.5702 4.1568
H -31.1309 -1.8935 3.0668
H -28.8275 -0.5287 4.6620
H -29.2074 -2.1933 4.6897
H -25.3029 -1.4117 1.9603
H -26.6377 -1.9089 0.9763
H -25.6831 -3.0491 1.7870
C -24.9306 -7.6179 -3.8888
C -25.9650 -8.7573 -4.1197
O -25.6355 -9.9670 -3.5466
C -24.8401 -10.9622 -4.0834
C -24.6648 -12.1382 -3.2056
O -24.3646 -10.8229 -5.1177
H -25.2579 -6.7461 -4.4553
H -24.0080 -8.0612 -4.2637
H -24.6925 -7.3546 -2.8582
H -26.9562 -8.4229 -3.8132
H -26.0390 -8.9659 -5.1870
H -24.8092 -13.0376 -3.8042
H -25.4168 -12.1658 -2.4171
H -23.6817 -12.1996 -2.7388
C -19.5077 -7.0079 -2.3040
C -18.4539 -7.6716 -1.4014
O -17.9382 -8.8479 -2.0518
C -16.7472 -8.8850 -2.6504
C -16.5490 -10.2078 -3.3302
O -15.8818 -8.0466 -2.7013
H -19.6807 -6.0089 -1.9036
H -20.4593 -7.4964 -2.5133
H -19.0647 -6.9912 -3.2998
H -17.6380 -6.9659 -1.2458
H -18.8038 -7.9733 -0.4142
H -17.4115 -10.5920 -3.8748
H -16.0379 -10.9696 -2.7414
H -15.7918 -10.0564 -4.0996
C -22.5245 -2.6116 3.7793
C -21.2836 -1.8382 3.3149
O -21.0769 -0.8140 4.3320
C -21.1877 0.4859 3.9854
C -20.7368 1.3189 5.1485
O -21.4670 0.9639 2.8566
H -22.3892 -3.0062 4.7862
H -22.6937 -3.4652 3.1230
H -23.3894 -1.9522 3.7066
H -20.4391 -2.5244 3.3779
H -21.5930 -1.4241 2.3553
H -21.4411 1.0409 5.9326
H -20.6661 2.3774 4.8985
H -19.7695 0.9617 5.5020
C -22.4453 2.1682 -0.1148
C -21.2856 1.3234 -0.7189
O -21.0210 1.8323 -2.0737
C -19.7083 1.8478 -2.5844
C -19.6001 2.0151 -4.1083
O -18.7606 1.5559 -1.9110
H -23.4327 1.8085 -0.4043
H -22.3771 3.2486 -0.2418
H -22.5369 1.8046 0.9087
H -20.4156 1.5077 -0.0886
H -21.5202 0.2694 -0.8680
H -19.2948 3.0313 -4.3576
H -20.5387 1.6972 -4.5622
H -18.8295 1.3886 -4.5574
C -25.7113 0.9696 -4.7005
C -25.4223 0.8607 -3.2727
O -26.7136 0.9424 -2.5184
C -26.6550 0.9019 -1.2259
C -28.0227 0.8594 -0.5436
O -25.6545 1.1162 -0.6359
H -26.5144 1.7059 -4.6700
H -25.9926 -0.0132 -5.0789
H -24.8508 1.3799 -5.2290
H -24.9855 -0.1182 -3.0750
H -24.8361 1.6593 -2.8180
H -27.8797 0.6932 0.5241
H -28.7456 0.0904 -0.8157
H -28.6388 1.7311 -0.7644
C -16.6977 1.3384 1.2556
C -17.7936 0.2308 1.2475
O -17.6845 -0.5364 0.0996
C -18.7189 -1.3265 -0.2253
C -18.4048 -2.2103 -1.4601
O -19.9083 -1.3075 0.2153
H -16.7784 1.9826 2.1311
H -16.7365 2.0153 0.4021
H -15.6373 1.0881 1.2868
H -17.9300 -0.4393 2.0964
H -18.7453 0.7557 1.3305
H -19.0188 -3.1013 -1.5912
H -17.4090 -2.6535 -1.4705
H -18.4778 -1.4950 -2.2793
C -20.5511 -6.2424 1.0997
C -20.5324 -6.9200 2.5139
O -20.0460 -5.9595 3.4919
C -18.7370 -5.8399 3.6718
C -18.3829 -4.8855 4.6954
O -17.8978 -6.4748 3.1508
H -20.7433 -6.9847 0.3250
H -19.5071 -5.9643 0.9554
H -21.1337 -5.3221 1.1422
H -21.5521 -7.2434 2.7227
H -20.0281 -7.8618 2.2975
H -18.3687 -3.9797 4.0892
H -17.4885 -5.1176 5.2736
H -19.2200 -4.9941 5.3849
C -23.5329 -1.9929 -0.3818
N -23.5374 -3.3518 -0.8197
C -22.2434 -3.9302 -1.0224
C -24.6664 -4.1821 -1.0092
O -24.6342 -5.3760 -1.3179
H -24.5116 -1.5509 -0.1950
H -22.8886 -1.5174 -1.1213
H -22.9979 -1.9519 0.5669
H -22.2904 -4.9150 -1.4870
H -21.7289 -3.4217 -1.8378
H -21.5217 -3.8678 -0.2078
H -25.6198 -3.6802 -0.7827
```

The total energy comes out at -82114.1781 eV. As for the energy relative to the best compared isomer or geometry (same formula, charge and spin): 481.3 kJ/mol. The structure (SMILES) is CCOC(C)=O.CCOC(C)=O.CCOC(C)=O.CCOC(C)=O.CCOC(C)=O.CCOC(C)=O.CCOC(C)=O.CCOC(C)=O.CCOC(C)=O.CN(C)C=O. For the gap between HOMO and LUMO, the calculation gives 9.72 eV.

=====

# 2
Density functional theory data (ωB97M-V with the def2-TZVPD basis set) for C13H18FeI2O10S as an isolated structure in a non-equilibrium geometry.

Structure (XYZ):
```
45
C13H18FeI2O10S, DFT ωB97M-V with the def2-TZVPD basis set
C -2.4369 1.7974 3.9261
C -1.0298 0.9984 4.0934
O -1.0555 -0.0142 4.8143
O 0.1115 1.5534 3.4377
C 1.1814 0.6084 3.2729
O 1.8296 0.0663 4.1922
C 1.6480 0.2337 1.7666
C 1.2163 -1.2516 1.3230
O -0.0587 -1.4578 2.0694
S -1.3387 -1.0564 1.0935
O -2.3216 -2.1514 0.8684
O -2.2146 0.1457 1.4588
O -0.4412 -0.4609 -0.1956
C 0.6897 -1.4099 -0.2113
C 1.9171 -1.0939 -1.2150
O 2.2547 0.3005 -1.2683
C 1.4346 1.0244 -2.2073
O 1.4698 2.4113 -1.7487
C 0.8347 3.2835 -2.7243
C -0.5626 3.7712 -2.0488
O -1.5528 2.7203 -2.3087
C 0.3384 -2.9588 -0.6045
I 1.0151 -4.5595 0.7243
C -0.4170 -3.3367 -1.7964
C -0.7960 -4.8719 -2.1469
I -1.1316 -1.8698 -3.2474
H -2.5240 2.6794 4.6516
H -2.4801 2.2603 2.8458
H -3.2709 1.0279 4.0364
H 2.8053 0.2459 1.8096
H 1.3684 1.0592 1.0167
H 2.1113 -1.9046 1.6197
H 2.8410 -1.6347 -0.7714
H 1.7659 -1.5773 -2.2537
H 1.8915 0.9222 -3.2540
H 0.3480 0.6681 -2.2660
H 0.6986 2.8104 -3.7598
H 1.5148 4.2132 -2.8409
H -0.4123 3.7949 -0.9034
H -0.9199 4.7850 -2.4515
H -1.1787 2.0667 -2.9388
H -1.0272 -4.9940 -3.2745
H 0.0545 -5.6004 -1.9133
H -1.7612 -5.1950 -1.5927
Fe -2.4091 1.9512 0.9228
```

The total energy comes out at -95630.4892 eV. The spin multiplicity is 6. The total charge is +3. For the gap between HOMO and LUMO (spin up / spin down), the calculation gives 5.59 / 4.69 eV.

=====

# 3
Density functional theory data (ωB97M-V with the def2-TZVPD basis set) for one molecule with the formula C2H2ClF3 in a non-equilibrium geometry.

Structure (XYZ):
```
8
C2H2ClF3, DFT ωB97M-V with the def2-TZVPD basis set
F 0.9068 0.2906 1.3620
C 0.7097 0.3250 -0.0372
F 1.6340 -0.5340 -0.5304
C -0.7057 -0.2646 -0.1878
F -0.5983 -1.4853 0.3946
Cl -1.8824 0.7832 0.6266
H 0.9801 1.2652 -0.4727
H -1.0442 -0.3801 -1.1551
```

The total energy comes out at -22780.9140 eV. As for the energy relative to the best compared isomer or geometry (same formula, charge and spin): 77.5 kJ/mol. The structure (SMILES) is FC(F)[C@@H](F)Cl. For the gap between HOMO and LUMO, the calculation gives 12.53 eV.

=====

# 4
Density functional theory data (ωB97M-V with the def2-TZVPD basis set) for a 2-piece molecular cluster, C4H11N2O overall in a non-equilibrium geometry.

Structure (XYZ):
```
18
C4H11N2O, DFT ωB97M-V with the def2-TZVPD basis set
C -2.3411 -0.6507 0.4714
N 2.1679 -1.0889 -1.2979
C 2.6318 0.0330 -0.6323
O 3.7000 -0.3737 0.4417
C -1.3617 0.1947 1.0632
C -1.3027 0.4586 -0.5793
N -1.4969 1.3117 1.8451
H -3.3457 -0.2198 0.3575
H -2.2446 -1.6783 0.2009
H 1.1897 -1.0180 -1.5553
H 3.2190 0.7405 -1.2724
H 2.0939 0.6903 0.0899
H -0.4332 -0.3384 1.3115
H -1.9967 0.3442 -1.4385
H -0.3474 0.1010 -0.9282
H -1.2572 1.5427 -0.5190
H 3.5838 -1.3149 0.2457
H -2.4591 1.2658 2.1961
```

The total energy comes out at -9348.2181 eV. As for the energy relative to the best compared isomer or geometry (same formula, charge and spin): 605.2 kJ/mol. The total charge is -1. For the gap between HOMO and LUMO, the calculation gives 5.06 eV.